Entry from OMol25: C40H49Br2N8O8RbSSi as an isolated structure at a distorted geometry (wB97M-V/def2-TZVPD).

XYZ file:
```
110
Properties=species:S:1:pos:R:3:lowdin_charge:R:1
Rb 0.136 -0.148 -0.559 0.80
O -1.443 -6.935 0.178 0.03
C -1.221 -5.572 0.220 -0.30
C -0.917 -4.941 1.413 0.03
C -0.719 -3.566 1.408 -0.17
N -0.776 -2.845 0.298 0.11
C -1.035 -3.449 -0.854 -0.20
C -1.299 -4.814 -0.940 0.05
C -0.970 -2.557 -2.107 -0.76
O -2.012 -2.420 -2.768 -0.05
O 0.147 -2.072 -2.349 -0.17
C -0.400 -2.858 2.751 -0.66
O -0.572 -3.540 3.775 -0.05
O -0.005 -1.685 2.673 -0.07
H -1.327 -7.250 1.083 0.09
H -0.837 -5.472 2.354 0.11
H -1.529 -5.285 -1.882 0.12
N 4.750 5.914 -5.398 0.07
C 4.224 5.268 -4.276 -0.34
C 4.085 3.883 -4.261 -0.04
C 3.617 3.246 -3.127 -0.06
C 3.283 3.981 -2.006 -0.29
C 3.453 5.352 -2.002 -0.07
C 3.915 6.000 -3.131 -0.04
S 2.658 3.104 -0.551 0.61
O 3.689 2.124 -0.267 -0.32
O 2.453 4.078 0.502 -0.33
N 1.323 2.317 -0.953 -0.18
C 0.383 3.034 -1.523 -0.53
N 0.651 4.309 -1.904 0.11
C -0.288 4.969 -2.540 -0.15
C -1.543 4.444 -2.801 -0.08
C -1.736 3.143 -2.346 -0.16
N -0.814 2.441 -1.739 0.07
H 4.642 5.404 -6.261 0.08
H 4.471 6.879 -5.486 0.07
H 4.334 3.314 -5.147 0.10
H 3.498 2.175 -3.105 0.12
H 3.192 5.890 -1.107 0.11
H 4.026 7.078 -3.141 0.10
H -0.006 5.968 -2.866 0.10
H -2.310 4.992 -3.328 0.08
H -2.688 2.642 -2.479 0.08
N 0.396 5.703 4.732 0.15
C -0.479 5.366 3.732 -0.51
O -1.127 6.198 3.134 0.06
C -0.569 3.894 3.552 -0.14
C -0.768 3.064 4.656 -0.04
C -0.759 1.695 4.469 -0.04
C -0.559 1.197 3.184 -0.11
N -0.424 1.986 2.130 0.09
C -0.421 3.292 2.300 -0.07
H 0.641 6.673 4.845 0.10
H 1.067 5.018 5.041 0.10
H -0.953 3.491 5.635 0.11
H -0.909 1.013 5.294 0.10
H -0.502 0.128 2.999 0.07
H -0.269 3.890 1.412 0.12
C -7.289 -2.332 -0.330 -0.09
C -5.927 -1.802 0.133 -0.62
C -4.902 -2.940 0.098 -0.11
C -6.056 -1.393 1.602 -0.11
Si -5.290 -0.315 -0.966 0.57
Br -3.079 -0.022 -0.384 0.54
C -5.395 -0.663 -2.889 -0.61
C -4.330 0.170 -3.608 -0.11
C -6.774 -0.351 -3.487 -0.10
C -5.074 -2.124 -3.213 -0.10
C -6.135 1.396 -0.465 -0.62
C -5.780 2.488 -1.478 -0.11
C -7.661 1.291 -0.384 -0.10
C -5.610 1.900 0.884 -0.12
H -7.621 -3.127 0.338 0.08
H -7.233 -2.740 -1.334 0.06
H -8.041 -1.547 -0.324 0.06
H -5.277 -3.785 0.678 0.09
H -3.962 -2.618 0.538 0.05
H -4.690 -3.280 -0.909 0.06
H -6.293 -2.272 2.202 0.08
H -6.849 -0.664 1.753 0.06
H -5.117 -0.983 1.960 0.08
H -4.465 1.236 -3.454 0.05
H -4.374 -0.029 -4.679 0.09
H -3.342 -0.120 -3.259 0.05
H -7.043 0.696 -3.382 0.05
H -7.549 -0.952 -3.017 0.07
H -6.766 -0.584 -4.553 0.08
H -4.062 -2.370 -2.896 0.05
H -5.121 -2.267 -4.293 0.09
H -5.784 -2.809 -2.759 0.06
H -6.180 2.276 -2.465 0.06
H -4.701 2.590 -1.544 0.05
H -6.191 3.443 -1.148 0.08
H -8.083 0.919 -1.313 0.06
H -8.092 2.273 -0.185 0.08
H -7.963 0.625 0.419 0.06
H -4.535 2.040 0.841 0.04
H -5.827 1.213 1.692 0.06
H -6.074 2.860 1.117 0.08
Br 7.142 0.761 1.239 0.70
C 5.360 0.172 0.969 -0.71
C 5.035 -0.480 -0.201 -0.12
C 3.716 -0.895 -0.338 -0.15
N 2.796 -0.710 0.585 0.02
C 3.129 -0.078 1.691 -0.13
C 4.415 0.384 1.948 -0.11
H 5.763 -0.636 -0.984 0.10
H 3.391 -1.408 -1.234 0.12
H 2.337 0.047 2.417 0.11
H 4.657 0.904 2.864 0.10
```

The max |F| is 0.033 Eh/bohr. The value obtained for the LUMO energy is 3.728 eV. The value obtained for the molecular weight is 1075.31 g/mol. The net charge is -2. As for the energy relative to the best compared isomer or geometry (same formula, charge and spin): 36.96 kcal/mol. As for the HOMO-LUMO gap: 0.25772 Eh. As for the spin multiplicity: 1.

Entry from OMol25: C40H49Br2N8O8RbSSi as an isolated structure (wB97M-V/def2-TZVPD).

XYZ file:
```
110
Properties=species:S:1:pos:R:3:lowdin_charge:R:1
Rb -1.332 1.420 0.026 0.84
O -7.082 1.163 1.834 0.04
C -5.812 0.665 1.724 -0.29
C -4.971 0.566 2.824 0.04
C -3.686 0.089 2.621 -0.20
N -3.219 -0.285 1.428 0.11
C -4.061 -0.239 0.385 -0.20
C -5.360 0.241 0.490 0.05
C -3.587 -0.700 -1.034 -0.68
O -4.497 -1.149 -1.747 -0.03
O -2.374 -0.531 -1.308 -0.22
C -2.740 0.040 3.812 -0.63
O -3.210 -0.481 4.861 -0.07
O -1.603 0.509 3.644 -0.03
H -7.194 1.483 2.740 0.10
H -5.284 0.838 3.826 0.12
H -5.986 0.259 -0.391 0.12
N -2.707 4.721 6.247 0.07
C -2.468 4.731 4.853 -0.32
C -2.770 5.850 4.083 -0.05
C -2.523 5.844 2.717 -0.07
C -1.960 4.739 2.106 -0.27
C -1.631 3.626 2.876 -0.05
C -1.889 3.625 4.235 -0.02
S -1.866 4.716 0.324 0.55
O -2.149 6.059 -0.130 -0.33
O -2.809 3.682 -0.078 -0.45
N -0.359 4.255 0.118 -0.14
C 0.150 4.015 -1.094 -0.53
N -0.625 4.052 -2.210 0.12
C -0.059 3.716 -3.360 -0.15
C 1.269 3.356 -3.487 -0.10
C 1.990 3.354 -2.298 -0.19
N 1.477 3.663 -1.125 0.10
H -3.531 5.249 6.501 0.07
H -2.784 3.777 6.603 0.08
H -3.210 6.726 4.550 0.10
H -2.778 6.703 2.108 0.10
H -1.172 2.728 2.480 0.06
H -1.660 2.725 4.796 0.11
H -0.712 3.736 -4.230 0.10
H 1.708 3.080 -4.435 0.08
H 3.041 3.071 -2.298 0.09
N -3.993 -3.030 4.145 0.19
C -3.260 -3.726 3.253 -0.51
O -3.651 -4.744 2.699 0.02
C -1.877 -3.197 3.021 -0.13
C -1.079 -2.791 4.078 -0.02
C 0.199 -2.334 3.810 -0.06
C 0.620 -2.294 2.494 -0.15
N -0.140 -2.671 1.465 0.09
C -1.367 -3.105 1.730 -0.07
H -4.944 -3.338 4.251 0.11
H -3.708 -2.112 4.486 0.04
H -1.472 -2.800 5.086 0.12
H 0.849 -1.986 4.603 0.10
H 1.614 -1.930 2.249 0.10
H -1.983 -3.391 0.884 0.13
C 4.446 -1.915 -4.632 -0.10
C 3.989 -1.273 -3.314 -0.62
C 4.163 0.252 -3.408 -0.13
C 4.945 -1.728 -2.203 -0.11
Si 2.160 -1.743 -2.897 0.46
Br 1.478 -0.280 -1.361 0.60
C 0.958 -1.484 -4.397 -0.61
C -0.512 -1.340 -3.956 -0.10
C 1.040 -2.639 -5.409 -0.10
C 1.301 -0.182 -5.131 -0.11
C 2.002 -3.477 -2.058 -0.62
C 0.520 -3.874 -1.964 -0.10
C 2.742 -4.569 -2.847 -0.10
C 2.524 -3.476 -0.610 -0.12
H 5.513 -1.705 -4.786 0.08
H 3.908 -1.519 -5.494 0.06
H 4.322 -2.999 -4.627 0.07
H 5.210 0.483 -3.648 0.08
H 3.925 0.721 -2.453 0.04
H 3.538 0.711 -4.166 0.05
H 5.954 -1.354 -2.424 0.08
H 5.006 -2.812 -2.126 0.06
H 4.649 -1.329 -1.229 0.08
H -0.928 -2.242 -3.523 0.07
H -1.115 -1.101 -4.840 0.09
H -0.682 -0.561 -3.212 0.04
H 0.680 -3.575 -4.980 0.06
H 2.051 -2.802 -5.788 0.06
H 0.398 -2.412 -6.268 0.08
H 1.294 0.676 -4.454 0.05
H 0.538 0.002 -5.897 0.09
H 2.267 -0.222 -5.637 0.06
H 0.086 -4.081 -2.940 0.06
H -0.077 -3.111 -1.461 0.07
H 0.442 -4.793 -1.369 0.09
H 2.427 -4.621 -3.891 0.06
H 2.537 -5.546 -2.394 0.08
H 3.824 -4.426 -2.827 0.06
H 1.930 -2.804 0.013 0.02
H 3.575 -3.219 -0.526 0.05
H 2.395 -4.485 -0.197 0.09
Br 5.373 0.903 4.340 0.69
C 3.739 1.172 3.402 -0.69
C 3.761 1.734 2.141 -0.11
C 2.541 1.906 1.496 -0.14
N 1.375 1.544 2.032 0.08
C 1.374 1.014 3.257 -0.12
C 2.544 0.812 3.988 -0.11
H 4.685 2.035 1.668 0.10
H 2.488 2.379 0.521 0.07
H 0.408 0.732 3.663 0.08
H 2.505 0.382 4.979 0.10
```

The max |F| is 0.014 Eh/bohr. The value obtained for the LUMO energy is 3.410 eV. The value obtained for the molecular weight is 1075.31 g/mol. The net charge is -2. As for the energy relative to the best compared isomer or geometry (same formula, charge and spin): 11.57 kcal/mol. As for the HOMO-LUMO gap: 0.25193 Eh. As for the spin multiplicity: 1.

Entry from OMol25: C40H50FN6O4RbS3Se2 as an isolated structure (wB97M-V/def2-TZVPD).

XYZ file:
```
107
Properties=species:S:1:pos:R:3:lowdin_charge:R:1
Rb 0.635 -0.393 0.548 0.70
C -4.717 1.785 1.241 -0.03
C -3.456 1.016 0.935 -0.25
N -2.419 1.507 0.379 0.13
N -2.447 2.824 0.068 -0.03
C -1.353 3.489 -0.423 -0.90
N -1.676 4.835 -0.616 0.04
S 0.130 2.889 -0.721 0.71
C -3.379 -0.406 1.383 -0.22
C -4.418 -0.994 2.100 -0.03
C -4.262 -2.292 2.566 -0.08
C -3.078 -2.956 2.322 -0.05
C -2.090 -2.288 1.605 -0.11
N -2.246 -1.059 1.135 0.10
H -4.850 2.646 0.586 0.07
H -4.712 2.136 2.277 0.08
H -5.590 1.152 1.094 0.07
H -3.148 3.410 0.503 0.11
H -2.572 4.994 -1.057 0.08
H -0.920 5.314 -1.082 0.06
H -5.322 -0.450 2.331 0.09
H -5.054 -2.761 3.138 0.10
H -2.895 -3.954 2.698 0.10
H -1.123 -2.742 1.422 0.08
C 4.243 -2.415 1.551 -0.05
C 2.965 -1.900 2.213 -0.57
O 1.898 -2.529 1.927 -0.23
C 3.080 -0.766 3.004 -0.08
C 2.020 -0.024 3.667 -0.41
C 2.424 1.302 4.276 -0.06
N 0.803 -0.446 3.728 0.01
N -0.161 0.364 4.346 0.02
C -0.563 1.392 3.644 -0.58
O -0.133 1.851 2.544 -0.16
C -1.772 2.096 4.232 -0.13
C -2.257 3.228 3.579 -0.05
C -3.385 3.897 4.044 -0.13
C -4.052 3.441 5.174 -0.14
C -3.569 2.314 5.837 -0.12
C -2.443 1.651 5.372 -0.04
H 4.200 -2.174 0.483 0.06
H 4.293 -3.502 1.663 0.06
H 5.144 -1.966 1.974 0.06
H 4.078 -0.352 3.103 0.06
H 3.510 1.377 4.358 0.05
H 1.967 1.420 5.261 0.06
H 2.051 2.114 3.645 0.07
H -1.703 3.557 2.706 0.10
H -3.744 4.781 3.524 0.09
H -4.933 3.958 5.539 0.08
H -4.080 1.952 6.723 0.08
H -2.058 0.767 5.864 0.09
C 5.334 2.775 -1.613 -0.45
Se 4.291 1.124 -1.354 0.94
C 4.280 0.688 -3.247 -0.59
C 3.233 1.447 -4.046 -0.56
Se 1.432 0.900 -3.525 0.93
C 0.544 2.361 -4.467 -0.44
H 6.321 2.565 -2.031 0.00
H 5.457 3.235 -0.633 0.00
H 4.810 3.482 -2.258 0.00
H 4.081 -0.382 -3.256 0.03
H 5.277 0.889 -3.648 0.05
H 3.364 1.262 -5.117 0.05
H 3.309 2.524 -3.873 0.05
H 0.678 2.301 -5.549 0.01
H 0.916 3.314 -4.092 0.01
H -0.517 2.295 -4.224 0.00
O -1.204 -0.612 -2.336 -0.54
S -2.217 -1.678 -2.516 0.96
C -1.380 -3.253 -2.865 -0.32
C -0.218 -3.174 -3.855 -0.21
C 1.126 -2.785 -3.237 -0.26
C 1.735 -3.848 -2.319 -0.30
S 1.671 -3.328 -0.561 0.96
O 0.195 -3.141 -0.328 -0.60
C 2.028 -4.981 0.062 -0.35
C 3.274 -5.555 -0.150 -0.09
C 3.547 -6.816 0.360 -0.10
C 2.582 -7.494 1.095 -0.12
C 1.346 -6.901 1.322 -0.09
C 1.068 -5.642 0.808 -0.06
C -2.869 -1.439 -4.185 -0.37
C -2.266 -0.486 -4.990 -0.07
C -2.756 -0.267 -6.272 -0.08
C -3.844 -0.992 -6.737 -0.11
C -4.448 -1.939 -5.919 -0.10
C -3.964 -2.160 -4.638 -0.10
H -2.185 -3.911 -3.208 0.08
H -1.038 -3.583 -1.881 0.06
H -0.455 -2.462 -4.650 0.10
H -0.127 -4.153 -4.341 0.11
H 1.054 -1.843 -2.697 0.03
H 1.827 -2.583 -4.050 0.11
H 2.797 -3.986 -2.531 0.08
H 1.229 -4.815 -2.409 0.09
H 4.037 -5.007 -0.691 0.11
H 4.521 -7.263 0.197 0.09
H 2.799 -8.474 1.503 0.09
H 0.601 -7.416 1.916 0.09
H 0.125 -5.141 0.987 0.11
H -1.411 0.055 -4.598 0.08
H -2.281 0.472 -6.906 0.10
H -4.227 -0.817 -7.736 0.09
H -5.302 -2.502 -6.277 0.09
H -4.439 -2.891 -3.991 0.11
F 2.719 -1.003 -1.580 -0.69
```

The max |F| is 0.011 Eh/bohr. The value obtained for the LUMO energy is 3.511 eV. The value obtained for the molecular weight is 1037.46 g/mol. The net charge is -2. As for the energy relative to the best compared isomer or geometry (same formula, charge and spin): 1.11 kcal/mol. As for the HOMO-LUMO gap: 0.14739 Eh. As for the spin multiplicity: 1.

Entry from OMol25: C40H51GeN5O4PdSi2 as an isolated structure (wB97M-V/def2-TZVPD).

XYZ file:
```
104
Properties=species:S:1:pos:R:3:lowdin_charge:R:1
Pd 0.620 0.250 1.675 0.36
C -0.972 0.132 5.755 -0.21
Si -0.369 0.458 3.925 0.36
C 0.556 2.094 4.320 -0.22
C -2.093 0.843 3.197 -0.21
C 0.446 -1.179 3.474 -0.39
C -0.414 -2.224 2.989 -0.38
C -0.253 -3.593 3.361 -0.07
C -1.009 -4.586 2.792 -0.12
C -2.002 -4.252 1.871 -0.13
C -2.178 -2.896 1.635 -0.18
N -1.449 -1.925 2.155 0.09
Si 2.056 -1.623 4.197 0.44
C 3.178 -0.108 4.405 -0.20
C 2.100 -2.411 5.941 -0.19
C 3.027 -2.854 3.115 -0.19
H -1.617 0.933 6.133 0.00
H -0.124 0.047 6.439 0.00
H -1.528 -0.807 5.804 0.01
H -0.198 2.832 4.621 0.00
H 1.129 2.485 3.478 0.00
H 1.216 1.960 5.176 0.00
H -2.506 1.745 3.667 0.01
H -2.750 0.004 3.426 0.02
H -2.083 0.959 2.115 -0.03
H 0.481 -3.860 4.107 0.06
H -0.837 -5.622 3.073 0.09
H -2.620 -4.992 1.380 0.07
H -2.970 -2.570 0.962 0.08
H 3.045 0.328 5.398 0.02
H 2.954 0.662 3.669 0.00
H 4.231 -0.383 4.310 0.02
H 1.582 -1.765 6.652 0.01
H 3.135 -2.522 6.276 0.01
H 1.629 -3.392 5.989 0.01
H 2.975 -2.557 2.065 0.02
H 2.595 -3.854 3.167 0.02
H 4.068 -2.935 3.444 0.02
N 5.818 -1.944 1.167 0.17
C 5.838 -1.173 0.042 -0.50
O 6.729 -1.281 -0.791 0.02
C 4.739 -0.172 -0.103 -0.12
C 4.578 0.458 -1.335 -0.02
C 3.553 1.368 -1.489 -0.04
C 2.736 1.628 -0.394 -0.13
N 2.875 1.037 0.790 0.06
C 3.856 0.150 0.925 -0.09
H 6.458 -2.722 1.153 0.10
H 4.954 -2.087 1.667 0.04
H 5.253 0.207 -2.142 0.11
H 3.364 1.866 -2.431 0.10
H 1.916 2.330 -0.464 0.08
H 3.913 -0.314 1.903 0.08
N -1.364 4.264 2.248 0.15
C -1.032 3.356 1.248 -0.67
N -2.043 3.052 0.370 0.17
O 0.100 2.928 1.144 0.01
H -2.324 4.247 2.556 0.08
H -0.707 4.186 3.013 0.07
H -2.988 3.070 0.716 0.09
H -1.843 2.243 -0.203 0.07
O 1.448 -1.362 -0.461 0.00
C 0.857 -1.014 -1.476 -0.64
O 0.010 -0.053 -1.546 -0.18
C 1.119 -1.708 -2.817 -0.17
C -0.063 -1.578 -3.769 -0.24
Ge -1.135 0.043 -3.371 0.98
C -2.218 0.145 -5.128 -0.29
C -2.135 -0.780 -6.167 -0.12
C -2.865 -0.642 -7.345 -0.12
C -3.708 0.443 -7.515 -0.13
C -3.813 1.383 -6.497 -0.11
C -3.080 1.228 -5.333 -0.14
C -2.704 -0.196 -2.159 -0.20
C -3.943 -0.562 -2.692 -0.12
C -5.055 -0.768 -1.887 -0.11
C -4.962 -0.602 -0.514 -0.11
C -3.738 -0.263 0.043 -0.11
C -2.625 -0.080 -0.768 -0.11
C -0.249 1.807 -3.640 -0.21
C 0.151 2.630 -2.588 -0.10
C 0.771 3.850 -2.816 -0.10
C 1.043 4.266 -4.111 -0.12
C 0.674 3.455 -5.172 -0.11
C 0.021 2.252 -4.934 -0.11
H 1.401 -2.744 -2.616 0.10
H 2.002 -1.218 -3.237 0.11
H -0.746 -2.427 -3.666 0.07
H 0.261 -1.556 -4.810 0.05
H -1.489 -1.643 -6.063 0.08
H -2.773 -1.386 -8.129 0.09
H -4.278 0.557 -8.430 0.08
H -4.469 2.239 -6.617 0.09
H -3.179 1.978 -4.554 0.11
H -4.054 -0.689 -3.760 0.08
H -5.997 -1.063 -2.338 0.09
H -5.828 -0.761 0.119 0.09
H -3.620 -0.177 1.117 0.08
H -1.664 0.085 -0.293 0.08
H 0.007 2.304 -1.572 0.06
H 1.054 4.465 -1.971 0.10
H 1.541 5.212 -4.291 0.09
H 0.885 3.761 -6.192 0.09
H -0.282 1.650 -5.782 0.09
```

The max |F| is 0.016 Eh/bohr. The value obtained for the LUMO energy is 4.189 eV. The value obtained for the molecular weight is 901.08 g/mol. The net charge is -2. As for the energy relative to the best compared isomer or geometry (same formula, charge and spin): 23.57 kcal/mol. As for the HOMO-LUMO gap: 0.16165 Eh. As for the spin multiplicity: 1.

What is the formula in the fourth record? C40H51GeN5O4PdSi2

The lowest HOMO-LUMO gap belongs to which entry? C40H50FN6O4RbS3Se2

What is the net charge in the fourth record? -2